Density functional theory data (ωB97M-V/def2-TZVPD) for a cluster of 2 separate species, C3H8OS in total in a non-equilibrium geometry.

Calculated values
Spin multiplicity   2
Total charge   +1
E_tot   -592.15499 Eh
HOMO energy (alpha / beta)   -13.13 / -13.10 eV
ΔE to the lowest compared entry with this formula, charge and spin   17.1 kcal per mole

CARTESIAN COORDINATES (ANGSTROEM)
C 0.938907 1.458003 1.973070
S -0.856578 1.397964 2.126127
H 1.206002 1.651670 0.927693
H 1.276827 2.114147 2.771190
H 1.402944 0.482419 2.162663
H -0.968271 0.182994 1.626292
O -0.440763 -0.709683 -1.524513
C 0.343023 -1.596666 -1.785470
C 0.713402 -1.981888 -3.183894
H 0.533490 -2.335132 -0.992417
H 1.131106 -1.140118 -3.749948
H -0.104657 -2.376550 -3.782317
H 1.536372 -2.695552 -3.193492

Atomic forces in eV per Å
C -0.140 -0.755 0.630
S 0.886 0.409 0.056
H -0.092 0.671 0.123
H 0.208 0.578 -0.597
H -0.514 -0.141 0.086
H -0.386 -0.828 -0.502
O 0.644 0.573 0.265
C -2.074 -0.853 -0.494
C 1.609 0.463 -0.457
H 0.755 0.036 0.147
H -0.397 0.186 0.207
H -0.300 -0.014 0.362
H -0.198 -0.326 0.173

These are the Löwdin partial charges, in e, on atoms 1 to 8:
1 C -0.326
2 S 1.147
3 H 0.087
4 H 0.059
5 H 0.077
6 H -0.062
7 O 0.003
8 C -0.308

Density functional theory data (ωB97M-V/def2-TZVPD) for a cluster of 2 separate species, C3H8OS in total.

Calculated values
Spin multiplicity   2
Total charge   +1
E_tot   -592.16491 Eh
HOMO energy (alpha / beta)   -13.68 / -13.66 eV
ΔE to the lowest compared entry with this formula, charge and spin   10.9 kcal per mole

CARTESIAN COORDINATES (ANGSTROEM)
C -0.408719 2.148434 -0.586097
S -1.463879 2.626592 0.772142
H 0.056246 3.076643 -0.953311
H -1.026684 1.665571 -1.345516
H 0.338475 1.453743 -0.203788
H -0.453379 2.694774 1.642552
O 1.002509 -0.465208 0.906620
C 0.183142 -1.210658 0.425584
C 0.566014 -2.513040 -0.207319
H -0.885709 -0.940741 0.521879
H -0.248184 -3.030393 -0.700104
H 1.409412 -2.376826 -0.884210
H 0.930755 -3.128891 0.611567

Atomic forces in eV per Å
C -0.489 -0.124 -0.020
S 0.160 -0.230 -0.441
H 0.014 -0.178 -0.049
H 0.047 0.317 -0.027
H 0.229 0.020 0.118
H 0.166 0.142 0.503
O -0.063 0.529 -0.148
C 0.296 -0.311 0.111
C -0.010 0.122 0.121
H -0.191 -0.183 -0.201
H -0.144 0.045 -0.056
H -0.054 0.088 -0.004
H 0.039 -0.237 0.094

These are the Löwdin partial charges, in e, on atoms 1 to 8:
1 C -0.339
2 S 1.128
3 H 0.091
4 H 0.069
5 H 0.034
6 H -0.033
7 O 0.013
8 C -0.315

Density functional theory data (ωB97M-V/def2-TZVPD) for a cluster of 2 separate species, C3H8OS2 in total in a non-equilibrium geometry.

Calculated values
Structure (SMILES)   C=CO.CSS
E_tot   -990.62872 Eh
HOMO energy   -7.97 eV
ΔE to the lowest compared entry with this formula, charge and spin   51.4 kcal per mole

CARTESIAN COORDINATES (ANGSTROEM)
C 3.329943 2.256247 2.021327
C 2.091588 1.793583 1.731418
O 1.802059 0.548000 1.068741
H 3.338923 3.278816 2.298336
H 4.304710 1.731476 1.848185
H 1.321903 2.621392 1.609317
H 2.389968 -0.005094 1.568987
C -1.006749 0.303214 -2.107814
S -1.229476 -1.369146 -1.624494
S -1.744851 -0.997197 0.388480
H -1.876191 0.751995 -2.571717
H -0.763920 1.027254 -1.271971
H -0.372963 0.364936 -2.953258
H -1.658371 -2.411549 0.828821

Atomic forces in eV per Å
C -0.588 -1.691 -0.711
C 0.556 1.070 -2.395
O 0.073 2.559 1.753
H 0.330 0.713 0.483
H -1.197 0.318 0.413
H 0.407 -1.771 0.506
H 0.415 -1.179 -0.069
C -0.924 2.230 0.708
S -0.068 -0.848 0.604
S 0.050 -2.486 0.561
H -0.928 -0.199 0.310
H 0.383 -1.113 -0.914
H 1.571 -0.138 -0.351
H -0.081 2.534 -0.898

These are the Löwdin partial charges, in e, on atoms 1 to 8:
1 C -0.011
2 C -0.232
3 O -0.056
4 H 0.028
5 H 0.076
6 H 0.122
7 H 0.065
8 C -0.567

Density functional theory data (ωB97M-V/def2-TZVPD) for a cluster of 2 separate species, C3H8OS2 in total in a non-equilibrium geometry.

Calculated values
Structure (SMILES)   C=CO.CSS
E_tot   -990.65044 Eh
HOMO energy   -8.25 eV
ΔE to the lowest compared entry with this formula, charge and spin   37.7 kcal per mole

CARTESIAN COORDINATES (ANGSTROEM)
C -1.223643 0.175172 -1.523237
C -1.741515 0.096986 -0.287045
O -1.870056 -1.038479 0.552935
H -1.351198 1.096001 -2.054140
H -0.516906 -0.528370 -1.962490
H -2.025499 1.026031 0.232409
H -2.086552 -1.849651 0.042142
C 1.369194 0.796536 1.444444
S 1.732025 0.803602 -0.461448
S 2.312686 -1.151070 -0.821995
H 0.837852 1.712880 1.583160
H 0.863501 -0.112197 1.660507
H 2.344740 0.808838 1.905203
H 1.355367 -1.836273 -0.310445

Atomic forces in eV per Å
C -0.030 -0.515 1.191
C 0.022 -0.561 -0.129
O 0.269 0.585 -1.074
H 0.213 0.485 0.016
H -0.779 -0.376 -0.024
H -0.434 -0.742 -0.208
H 0.407 1.029 0.180
C 1.707 0.026 -2.478
S -0.316 -0.322 1.514
S 1.831 1.072 -0.546
H -0.518 0.332 0.358
H -0.776 -0.433 0.239
H 0.106 0.098 0.341
H -1.703 -0.679 0.620

These are the Löwdin partial charges, in e, on atoms 1 to 8:
1 C -0.053
2 C -0.267
3 O -0.063
4 H 0.046
5 H 0.038
6 H 0.112
7 H 0.107
8 C -0.344

Density functional theory data (ωB97M-V/def2-TZVPD) for a cluster of 2 separate species, C3H8OS2 in total in a non-equilibrium geometry.

Calculated values
Structure (SMILES)   CC=O.CSS
E_tot   -990.68749 Eh
HOMO energy   -8.50 eV
ΔE to the lowest compared entry with this formula, charge and spin   14.5 kcal per mole

CARTESIAN COORDINATES (ANGSTROEM)
C 2.542038 -0.928759 0.030236
C 2.055694 0.497974 0.244951
O 1.750899 0.879554 1.343149
H 2.909548 -1.205450 1.022721
H 1.704386 -1.577423 -0.203413
H 3.331808 -0.976374 -0.718228
H 1.960286 1.114666 -0.662346
C -1.500078 -0.659345 -1.987496
S -0.792903 0.503319 -0.766003
S -1.648229 -0.159578 1.003372
H -0.656522 -1.078675 -2.533929
H -2.040141 -1.417079 -1.433595
H -2.147101 -0.155788 -2.701077
H -0.476101 -0.122501 1.665912

Atomic forces in eV per Å
C 0.253 0.798 0.866
C -0.024 -1.098 -0.368
O -0.070 0.490 0.085
H 0.156 -0.335 -0.269
H -0.116 -0.041 -0.299
H -0.125 -0.150 -0.068
H 0.116 0.336 0.151
C 0.518 0.199 0.127
S -0.595 0.142 -0.316
S 0.217 0.195 -0.029
H -0.124 -0.261 0.020
H -0.027 -0.216 -0.145
H -0.117 0.115 0.201
H -0.064 -0.173 0.043

These are the Löwdin partial charges, in e, on atoms 1 to 8:
1 C -0.050
2 C -0.407
3 O -0.003
4 H 0.082
5 H 0.070
6 H 0.074
7 H 0.089
8 C -0.449

Density functional theory data (ωB97M-V/def2-TZVPD) for a cluster of 2 separate species, C3H8OS2 in total in a non-equilibrium geometry.

Calculated values
Structure (SMILES)   C/C=C/O.SS
E_tot   -990.67450 Eh
HOMO energy   -8.42 eV
ΔE to the lowest compared entry with this formula, charge and spin   22.7 kcal per mole

CARTESIAN COORDINATES (ANGSTROEM)
C -0.076190 0.480789 0.309110
C -0.992223 0.598869 -0.894042
C -2.303691 0.831272 -0.730457
O -3.156366 1.007382 -1.783034
H 0.790036 1.125063 0.211437
H -0.677339 0.699161 1.225463
H 0.286924 -0.569591 0.392950
H -0.617656 0.485877 -1.907789
H -2.690492 0.949115 0.258313
H -4.070123 1.069939 -1.422861
S 2.641399 -2.278582 0.517698
S 3.248428 -0.727903 1.740627
H 3.524435 -2.180371 -0.455726
H 4.092858 -1.491021 2.538310

Atomic forces in eV per Å
C -0.910 -1.026 -0.087
C -0.949 0.170 0.406
C 1.722 -0.035 -0.604
O -1.266 -0.042 0.533
H 0.089 0.213 0.215
H 0.743 0.007 -0.571
H -0.108 0.717 0.021
H 0.131 0.015 0.134
H -0.494 0.080 0.503
H 1.007 -0.057 -0.545
S -0.569 -0.057 0.571
S 0.695 -0.893 0.420
H 0.543 0.189 -0.424
H -0.635 0.719 -0.571

These are the Löwdin partial charges, in e, on atoms 1 to 8:
1 C -0.128
2 C -0.147
3 C -0.237
4 O -0.018
5 H 0.058
6 H 0.082
7 H 0.026
8 H 0.104

Density functional theory data (ωB97M-V/def2-TZVPD) for a cluster of 2 separate species, C3H8OS2 in total.

Calculated values
Structure (SMILES)   C=CO.CSS
E_tot   -990.66287 Eh
HOMO energy   -8.27 eV
ΔE to the lowest compared entry with this formula, charge and spin   29.9 kcal per mole

CARTESIAN COORDINATES (ANGSTROEM)
C 1.282449 2.216100 3.339252
C 0.804284 1.340930 2.473407
O 0.160789 0.193375 2.870955
H 1.795730 3.139475 3.122008
H 1.266675 2.049029 4.413893
H 1.034790 1.338349 1.417626
H -0.413736 0.393876 3.618345
C -1.447113 0.557032 -1.068669
S -1.028475 -1.192308 -1.267522
S 0.671116 -0.907723 -2.443226
H -1.360597 1.115765 -2.001867
H -2.496929 0.658742 -0.801605
H -0.786016 0.970676 -0.313732
H 1.444751 -1.940716 -2.036335

Atomic forces in eV per Å
C 0.335 0.569 0.740
C 0.517 -0.496 0.565
O -0.319 0.102 -0.441
H 0.021 -0.085 -0.700
H -0.509 -0.244 -0.105
H -0.280 0.186 -0.136
H 0.242 -0.034 0.060
C 0.227 0.149 -0.123
S -0.175 -0.117 -0.256
S 0.180 -0.072 -0.225
H 0.260 -0.194 -0.036
H 0.033 -0.308 0.351
H -0.172 0.284 0.056
H -0.360 0.260 0.250

These are the Löwdin partial charges, in e, on atoms 1 to 8:
1 C 0.000
2 C -0.276
3 O -0.026
4 H 0.047
5 H 0.059
6 H 0.101
7 H 0.096
8 C -0.506

Density functional theory data (ωB97M-V/def2-TZVPD) for an isolated molecule of C3H8OSi in a non-equilibrium geometry.

Calculated values
Structure (SMILES)   C=C[C@@H](O)[SiH3]
E_tot   -483.73729 Eh
HOMO energy   -9.50 eV
ΔE to the lowest compared entry with this formula, charge and spin   66.1 kcal per mole

CARTESIAN COORDINATES (ANGSTROEM)
C -0.460517 0.592392 -1.693085
C -0.764823 0.957590 -0.431339
C -0.446353 -0.196182 0.686413
O -0.867816 -1.454296 0.291094
Si 1.448611 -0.212985 0.894688
H -0.255045 1.116445 -2.642653
H -0.317276 -0.522694 -1.791436
H -0.931017 1.982937 -0.105642
H -1.103468 0.068586 1.591711
H -1.776052 -1.538831 0.173073
H 1.747961 -1.110640 1.972359
H 1.840355 0.952332 1.553445
H 1.885441 -0.634655 -0.498629

Atomic forces in eV per Å
C 0.057 -1.420 0.340
C 1.577 -1.493 -0.315
C -2.653 2.818 0.312
O 2.941 -1.373 -0.420
Si -1.550 -1.462 -1.024
H -0.729 0.300 0.912
H 0.062 1.219 -0.074
H 0.033 -0.179 0.016
H 1.437 0.087 -0.756
H -2.469 0.208 -0.248
H 0.355 -1.103 0.336
H 0.695 1.991 0.048
H 0.245 0.405 0.874

These are the Löwdin partial charges, in e, on atoms 1 to 8:
1 C -0.047
2 C -0.166
3 C -0.566
4 O -0.111
5 Si 0.715
6 H 0.060
7 H 0.065
8 H 0.081

Density functional theory data (ωB97M-V/def2-TZVPD) for a cluster of 2 separate species, C3H8P2 in total in a non-equilibrium geometry.

Calculated values
Spin multiplicity   3
E_tot   -801.58316 Eh
HOMO energy (alpha / beta)   -5.17 / -8.54 eV
ΔE to the lowest compared entry with this formula, charge and spin   48.5 kcal per mole

CARTESIAN COORDINATES (ANGSTROEM)
C 0.121589 1.318753 0.700073
C -0.228185 1.480512 -0.811408
C -0.433043 -1.397311 0.078379
P 2.884152 -0.218547 -0.357796
P 0.776773 -0.029777 -0.310146
H 0.752140 2.150004 0.997308
H -0.713548 0.936261 1.221709
H -1.231807 1.301713 -1.071527
H 0.265370 2.073415 -1.541523
H -0.132761 -2.221552 -0.587225
H -0.156519 -1.520133 1.096826
H -1.511338 -1.062422 0.031235
H 2.171877 -1.460173 -1.739039

Atomic forces in eV per Å
C 0.581 0.873 -2.347
C 1.085 -1.902 0.871
C 0.292 1.075 -1.170
P -0.084 0.018 -0.252
P -1.178 0.933 0.048
H -0.041 -0.522 0.820
H -0.731 0.471 1.085
H -1.072 -0.469 -0.381
H 0.615 0.962 0.162
H -0.550 0.087 0.500
H -0.036 -0.942 0.976
H 1.335 -0.401 -0.304
H -0.216 -0.184 -0.008

These are the Löwdin partial charges, in e, on atoms 1 to 8:
1 C -0.330
2 C -0.247
3 C -0.244
4 P 0.263
5 P 0.425
6 H 0.073
7 H 0.046
8 H 0.045

Density functional theory data (ωB97M-V/def2-TZVPD) for a cluster of 2 separate species, C3H8S in total in a non-equilibrium geometry.

Calculated values
E_tot   -517.15587 Eh
HOMO energy   -9.40 eV
ΔE to the lowest compared entry with this formula, charge and spin   78.3 kcal per mole

CARTESIAN COORDINATES (ANGSTROEM)
C 1.341432 0.339996 1.037179
C 1.431083 -0.553463 -0.193049
S -2.008250 0.086120 -0.100956
C 0.642196 -0.023934 -1.375669
H 0.282168 0.423105 1.310052
H 1.875771 -0.074927 1.895066
H 1.697279 1.357340 0.829979
H 2.465478 -0.710567 -0.465467
H 1.022162 -1.524850 0.070816
H 0.701838 -0.708022 -2.229390
H 0.921414 0.986033 -1.681934
H -0.458430 0.021369 -1.150293

Atomic forces in eV per Å
C -0.386 0.236 -0.063
C -0.527 0.190 0.432
S 0.753 -0.033 -0.541
C 0.814 -0.265 -0.020
H 0.202 0.053 0.106
H 0.050 0.075 -0.160
H 0.080 -0.219 0.083
H 0.340 0.006 -0.325
H 0.040 -0.253 -0.025
H -0.220 0.199 0.099
H -0.138 -0.051 0.091
H -1.008 0.059 0.323

These are the Löwdin partial charges, in e, on atoms 1 to 8:
1 C -0.135
2 C -0.320
3 S 0.203
4 C -0.130
5 H 0.007
6 H 0.072
7 H 0.078
8 H 0.103